DFT (ωB97M-V with the def2-TZVPD basis set) results for the molecule C8H13N3O at a distorted geometry.

LUMO energy = 0.3 eV
frontier orbital gap = 8.676 eV
molar mass = 167.2 g mol⁻¹
total charge = 0
largest force on an atom = 4.23 eV/A
HOMO energy = -8.3 eV
DFT total energy = -551.8569 hartree
SMILES string = C=CC=C=[N+]([O-])/C=C\[C@H](C)NN

Positions of all 25 atoms, in Å:
O1 -0.433 -1.275 -1.653
N1 1.457 0.709 -0.015
N2 1.044 1.297 -1.269
N3 -0.927 -1.191 -0.428
C1 -2.936 2.403 0.156
C2 -0.075 -1.769 0.594
C3 -2.018 -0.652 -0.176
C4 2.022 -0.601 -0.095
C5 3.449 -0.482 0.512
C6 -3.144 -0.054 -0.089
C7 1.221 -1.608 0.740
C8 -3.449 1.239 0.462
H1 4.222 0.090 0.060
H2 3.866 -1.414 0.661
H3 0.638 0.516 -1.847
H4 3.186 -0.034 1.521
H5 -0.537 -2.469 1.240
H6 -2.246 2.282 -0.681
H7 2.167 -1.067 -1.108
H8 0.775 1.025 0.687
H9 -4.488 1.346 0.961
H10 -3.466 3.342 0.459
H11 -4.024 -0.810 -0.226
H12 1.877 1.497 -1.750
H13 1.821 -2.319 1.283